1.
The following is a DFT calculation (ωB97M-V/def2-TZVPD) of the molecule C5H9NO.

XYZ file:
```
16
Properties=species:S:1:pos:R:3:forces:R:3:nbo_charge:R:1
C 1.874 -0.917 0.052 0.1 0.0 -0.1 -0.600
C 0.363 -0.812 -0.048 0.0 -0.2 -0.2 -0.251
C -0.418 -0.530 1.274 0.0 -0.1 0.1 -0.392
C -0.950 0.785 0.654 0.0 0.3 0.0 -0.474
C -0.331 0.397 -0.647 -0.1 0.0 -0.4 0.238
N -0.439 0.854 -1.823 0.0 -0.8 0.4 -0.150
O -1.476 1.800 -1.826 0.0 0.5 -0.3 -0.586
H 2.135 -1.868 0.530 0.0 0.2 -0.1 0.213
H 2.300 -0.110 0.661 -0.1 -0.1 -0.1 0.205
H 2.333 -0.887 -0.939 0.0 0.0 0.1 0.220
H -0.046 -1.677 -0.576 0.2 -0.2 0.1 0.222
H -1.169 -1.296 1.493 0.0 0.3 -0.1 0.211
H 0.184 -0.382 2.177 0.0 -0.1 -0.3 0.204
H -0.279 1.614 0.921 -0.6 0.2 0.6 0.230
H -2.010 1.056 0.708 0.4 0.0 0.0 0.236
H -1.512 2.083 -2.746 0.0 0.0 0.1 0.475
```
Forces are in eV/Å.

- F_max: 0.86 eV/A
- Spin multiplicity: 1
- E: -8866.0641 eV
- Charge: 0
- Frontier orbital gap: 10.407 eV
- Relative energy (zero: lowest compared OMol25 entry of this formula, charge and spin): 72.6 kcal/mol
- SMILES string: C[C@H]1CC/C1=N\O

***

2.
The following is a DFT calculation (ωB97M-V/def2-TZVPD) of a structure of composition C5H9NO in a non-equilibrium geometry.

XYZ file:
```
16
Properties=species:S:1:pos:R:3:forces:R:3:nbo_charge:R:1
C -2.154 1.189 0.341 0.0 0.4 0.5 -0.670
C -0.392 -0.698 0.000 3.0 -0.1 2.1 0.247
C -0.841 0.525 0.225 2.7 2.8 -2.5 0.141
N 0.529 1.321 -0.394 -3.0 0.2 0.4 -0.826
C 1.042 -0.571 -0.513 0.1 -4.1 -0.7 -0.145
C 2.081 -1.302 0.042 -1.1 0.7 -0.2 -0.642
O -0.778 -1.827 0.640 -0.1 -0.4 -0.5 -0.675
H 0.047 -2.338 0.785 -0.4 0.2 -0.4 0.503
H 0.450 1.870 -1.250 -0.3 -0.1 0.4 0.372
H 1.407 1.516 0.072 -0.8 0.1 0.8 0.404
H 1.134 -0.455 -1.592 -0.2 -0.2 0.1 0.204
H -2.634 1.317 -0.634 0.1 0.0 0.0 0.223
H -2.055 2.177 0.801 -0.1 -0.2 0.0 0.232
H -2.815 0.568 0.959 0.1 0.1 -0.1 0.243
H 2.116 -1.566 1.092 -0.1 0.0 0.1 0.182
H 2.864 -1.726 -0.574 0.2 0.6 0.0 0.207
```
Forces are in eV/Å.

- F_max: 4.62 eV/A
- Spin multiplicity: 1
- E: -8864.1370 eV
- Charge: 0
- Frontier orbital gap: 8.401 eV
- Relative energy (zero: lowest compared OMol25 entry of this formula, charge and spin): 117.0 kcal/mol

***

3.
The following is a DFT calculation (ωB97M-V/def2-TZVPD) of the molecule C5H9NO.

XYZ file:
```
16
Properties=species:S:1:pos:R:3:forces:R:3:nbo_charge:R:1
C 0.268 -0.370 -1.954 0.1 0.2 0.1 -0.638
C -0.362 -0.844 -0.646 0.0 0.1 0.0 -0.100
C -1.222 0.059 0.153 0.0 0.2 0.1 -0.185
C -0.626 1.202 0.540 -0.3 -0.1 -0.2 -0.205
C 0.004 1.005 1.871 -0.2 0.0 0.0 -0.113
O 1.071 0.109 1.377 0.0 0.0 -0.2 -0.422
N 0.678 -1.079 0.559 0.1 0.1 0.0 -0.327
H -0.502 -0.140 -2.702 0.1 -0.1 0.3 0.228
H 0.915 -1.137 -2.401 -0.1 0.1 0.3 0.215
H 0.866 0.527 -1.793 0.0 0.0 -0.1 0.212
H -0.853 -1.813 -0.845 0.4 0.2 0.5 0.209
H -1.745 -0.502 0.931 -0.1 0.2 -0.1 0.194
H 0.063 1.704 -0.142 -0.3 0.0 0.0 0.190
H 0.467 1.901 2.323 0.3 -0.7 -0.3 0.202
H -0.606 0.517 2.638 -0.1 -0.1 -0.3 0.188
H 1.584 -1.140 0.092 0.0 -0.3 0.0 0.352
```
Forces are in eV/Å.

- F_max: 0.81 eV/A
- Spin multiplicity: 1
- E: -8863.4000 eV
- Charge: 0
- Frontier orbital gap: 9.675 eV
- Relative energy (zero: lowest compared OMol25 entry of this formula, charge and spin): 134.0 kcal/mol
- SMILES string: C[C@@H]1C=CCON1

***

4.
The following is a DFT calculation (ωB97M-V/def2-TZVPD) of a cluster of 2 separate species, C5H9NO in total.

XYZ file:
```
16
Properties=species:S:1:pos:R:3:forces:R:3:nbo_charge:R:1
H 1.564 -2.362 -0.769 0.0 0.0 0.1 0.338
N 1.265 -1.818 0.042 0.3 0.3 -0.1 -0.644
C 1.812 -0.670 0.017 -0.1 -0.2 0.1 0.158
C 1.555 0.343 1.092 -0.1 0.0 0.0 -0.686
H 2.496 -0.352 -0.782 -0.1 -0.1 0.1 0.157
H 0.787 -0.024 1.778 0.1 0.1 -0.1 0.229
H 2.476 0.540 1.654 -0.1 0.0 -0.1 0.229
H 1.235 1.295 0.653 0.1 -0.1 0.0 0.223
C -2.478 0.079 0.371 0.1 0.0 -0.1 -0.305
C -1.481 -0.139 -0.486 -0.1 0.0 0.1 -0.316
C -0.948 0.985 -1.282 0.2 0.0 -0.2 0.394
O -0.035 0.899 -2.073 -0.3 0.0 0.3 -0.527
H -2.915 1.071 0.471 0.0 -0.1 0.0 0.193
H -2.889 -0.706 0.997 0.1 0.1 -0.1 0.210
H -0.998 -1.104 -0.595 -0.1 0.1 0.0 0.243
H -1.446 1.962 -1.090 0.1 -0.1 -0.1 0.104
```
Forces are in eV/Å.

- F_max: 0.48 eV/A
- Spin multiplicity: 1
- E: -8866.9549 eV
- Charge: 0
- Frontier orbital gap: 10.227 eV
- Relative energy (zero: lowest compared OMol25 entry of this formula, charge and spin): 52.1 kcal/mol
- SMILES string: [H]/N=C/C.C=CC=O